Entry 1:
Computed, not measured: a structure of composition C19H16MoNO4Te4, with the ωB97M-V functional and the def2-TZVPD basis.

The geometry in XYZ format:
```
45
Properties=species:S:1:pos:R:3:forces:R:3:lowdin_spin:R:1
C -0.937 -0.136 -2.334 0.0 0.0 0.0 0.0003
C 3.592 2.257 -1.153 0.0 0.0 -0.1 0.0001
H -3.472 0.450 -4.494 0.0 0.0 0.0 0.0000
H -2.661 -2.599 1.653 0.0 0.0 0.0 0.0000
Te 4.681 -4.400 1.625 0.0 -0.1 -0.1 0.3700
H 0.146 -0.058 -2.302 0.0 0.0 0.0 0.0000
H -4.773 -0.387 -2.565 0.0 0.0 0.0 0.0000
H -1.127 1.391 1.193 0.0 0.0 0.0 0.0000
C -0.599 -2.518 -0.104 -0.3 0.2 0.2 0.0042
C -3.334 -1.144 3.064 0.0 0.0 0.0 0.0000
C -1.767 -0.674 1.299 0.0 0.0 0.0 0.0001
H -1.013 0.613 -4.341 0.0 0.0 0.0 0.0000
C 3.813 3.515 -0.641 0.0 0.0 0.0 -0.0002
H 4.229 4.274 -1.287 0.0 0.0 0.0 0.0000
C -1.585 0.247 -3.499 0.0 0.0 0.0 0.0000
C -3.053 -0.685 -1.332 0.0 0.0 0.0 0.0002
Te 4.857 -5.092 -0.876 0.1 0.1 0.2 0.4623
C -3.268 0.170 3.493 0.0 0.0 0.0 0.0000
H 0.246 0.525 -0.133 -0.1 0.0 -0.1 0.0000
C -2.459 1.074 2.817 0.0 0.0 0.0 0.0000
H -3.630 -1.032 -0.486 0.0 0.0 0.0 0.0000
O -1.095 -3.475 0.371 0.0 0.0 -0.1 0.0010
H 2.366 0.675 1.472 0.0 0.0 0.0 -0.0006
C -0.979 -1.033 0.052 0.0 -0.1 0.0 0.0007
H 2.724 2.933 2.515 0.0 0.0 0.0 0.0001
O 0.490 -2.623 -0.955 0.1 -0.1 -0.1 0.0307
H -2.414 2.107 3.133 0.0 0.0 0.0 0.0000
Te 2.762 -2.423 1.541 -0.1 0.0 0.1 -0.0521
C -2.966 0.155 -3.585 0.0 0.0 0.0 0.0003
H 3.676 4.763 1.101 0.0 0.0 0.0 0.0000
Mo 2.038 -1.662 -0.740 0.4 0.0 0.3 0.2046
C 2.975 2.767 1.477 0.0 0.1 0.0 0.0002
O 2.914 0.091 -0.893 0.0 -0.1 -0.3 0.0235
C 3.505 3.780 0.686 0.0 0.0 0.0 0.0001
O 0.346 -0.399 0.137 0.0 0.1 0.0 -0.0002
C -1.667 -0.597 -1.240 0.0 0.1 0.1 0.0001
C -3.696 -0.316 -2.503 0.0 0.0 0.0 0.0000
C -1.721 0.655 1.724 0.0 0.0 0.0 0.0000
C 2.765 1.522 0.932 0.0 -0.1 0.0 0.0008
C -2.590 -1.571 1.969 0.0 0.0 0.0 0.0000
H -3.970 -1.851 3.579 0.0 0.0 0.0 0.0000
H -3.851 0.494 4.345 0.0 0.0 0.0 0.0000
Te 3.617 -3.042 -2.190 -0.1 0.0 -0.2 -0.0485
N 3.075 1.305 -0.359 -0.1 0.1 0.2 0.0026
H 3.808 1.955 -2.167 0.0 0.0 0.0 0.0000
```
Positions in Å, forces in eV/Å.

As for the highest occupied orbital energy (spin up / spin down): -14.0 / -14.0 eV. The charge is +2. The spin multiplicity is 2. Its orbital gap (spin up / spin down) is 6.14 / 5.42 eV. The value obtained for the relative energy (zero: lowest compared OMol25 entry of this formula, charge and spin) is 3.0 kcal per mole.

---

Entry 2:
Computed, not measured: a cluster of 2 separate species, C4H7NO2 in total in a non-equilibrium geometry, with the ωB97M-V functional and the def2-TZVPD basis.

The geometry in XYZ format:
```
14
Properties=species:S:1:pos:R:3:forces:R:3:mulliken_charge:R:1
H 1.735 -0.644 -2.007 0.2 0.0 0.7 0.3419
C -1.173 1.369 2.411 -2.9 -4.5 0.3 0.0765
C 0.836 -0.049 -1.912 0.4 1.8 0.9 -1.2233
C -0.237 -0.842 0.253 2.6 -1.1 0.7 0.4769
H 0.796 0.825 0.147 1.9 1.2 0.9 0.3753
H 0.980 0.931 -2.332 0.6 0.2 -0.9 0.3388
C 0.214 0.346 -0.569 -0.6 -2.7 -0.7 -0.2919
O 0.742 -1.847 0.542 -1.4 0.0 -0.1 -0.5115
H -1.759 0.476 2.358 0.3 0.0 0.2 0.3289
O -1.250 -0.854 0.844 -2.6 -0.6 0.8 -0.5614
H 0.359 -2.593 1.133 0.4 2.2 -1.4 0.3540
N -0.698 2.367 2.328 2.6 4.8 -0.3 -0.3726
H -0.636 1.016 -0.712 -0.1 -0.4 -0.1 0.2864
H 0.091 -0.502 -2.483 -1.3 -0.9 -1.0 0.3820
```
Positions in Å, forces in eV/Å.

As for the highest occupied orbital energy: -10.7 eV. The spin multiplicity is 1. Its orbital gap is 11.32 eV. The value obtained for the relative energy (zero: lowest compared OMol25 entry of this formula, charge and spin) is 41.2 kcal per mole.

---

Entry 3:
Computed, not measured: a cluster of 2 separate species, C9H16N3O in total in a non-equilibrium geometry, with the ωB97M-V functional and the def2-TZVPD basis.

The geometry in XYZ format:
```
29
Properties=species:S:1:pos:R:3:forces:R:3:lowdin_spin:R:1
H 3.040 -3.323 -0.555 0.2 0.3 -0.2 -0.0018
H 0.012 -3.284 1.219 -0.4 -0.5 0.0 0.0175
H 0.839 1.188 0.005 -0.1 -0.1 -0.5 -0.0006
C 3.173 -1.158 -0.853 1.4 -1.2 -0.5 0.1244
C -2.127 2.347 -1.179 -0.5 0.9 -1.4 0.0000
H -3.561 0.691 0.448 0.1 -0.4 -0.2 0.0000
O 3.225 1.175 -1.134 1.2 -0.4 -0.6 0.1572
N -1.396 2.263 0.070 -1.7 -0.1 1.6 -0.0001
H -0.426 2.219 2.475 0.2 0.0 -0.5 0.0000
H 4.198 -1.217 -1.210 -0.1 0.3 0.0 0.0019
C 2.542 0.111 -0.803 -0.3 0.5 0.6 0.2109
C 1.207 -2.262 -0.143 -1.0 0.4 -0.5 0.2565
C 1.243 0.218 -0.261 -0.3 0.0 -0.1 0.0512
H -0.635 -3.244 -0.485 -0.3 0.2 0.4 0.0126
H -3.104 2.869 -1.154 0.6 0.1 0.5 0.0000
C 0.587 -0.941 -0.055 -0.6 -1.2 0.3 0.0908
C 2.559 -2.349 -0.543 -0.9 0.6 0.6 0.0272
C 0.238 -3.390 0.157 1.3 0.5 -0.9 0.0456
H -2.405 1.381 -1.622 0.8 0.0 0.2 0.0000
H 2.869 1.897 -1.676 -0.5 -0.2 0.5 0.0065
H -0.482 -1.016 0.196 0.6 0.5 0.1 0.0010
H -1.062 3.149 0.450 0.2 -0.1 -0.6 0.0000
H -2.540 -0.433 1.305 -0.3 0.1 0.4 -0.0001
N -2.757 0.512 1.032 0.4 1.1 -0.9 -0.0001
H 0.615 -4.369 -0.140 0.2 0.0 0.6 -0.0001
C -1.788 1.462 1.083 0.8 -0.5 0.0 -0.0001
H -1.549 1.081 2.995 0.3 0.0 0.0 0.0000
H -1.453 2.943 -1.825 -0.7 -0.6 -0.1 0.0000
N -1.061 1.483 2.200 -0.7 -0.3 1.0 -0.0002
```
Positions in Å, forces in eV/Å.

As for the highest occupied orbital energy (spin up / spin down): -16.7 / -17.5 eV. The charge is +2. The spin multiplicity is 2. Its orbital gap (spin up / spin down) is 10.21 / 7.39 eV. The value obtained for the relative energy (zero: lowest compared OMol25 entry of this formula, charge and spin) is 28.5 kcal per mole.

---

Entry 4:
Computed, not measured: the ion C2H9N4O with charge +1 in a non-equilibrium geometry, with the ωB97M-V functional and the def2-TZVPD basis.

The geometry in XYZ format:
```
16
Properties=species:S:1:pos:R:3:forces:R:3:mulliken_charge:R:1
H 0.138 2.060 -0.893 0.9 1.6 -2.6 0.2318
H 0.603 1.894 0.769 -1.6 -0.8 -2.5 0.2784
H -2.283 0.904 -0.373 -1.1 -0.8 0.5 0.3996
N -0.021 1.580 -0.086 0.7 -2.2 4.9 -0.7355
H 2.459 -0.140 0.959 -0.2 -1.5 -0.2 0.1931
N -1.211 -1.793 -0.628 0.5 -1.7 0.0 -0.5680
H 2.666 -1.797 0.107 1.4 -0.8 -0.6 0.2832
N -2.342 0.013 0.187 1.5 2.3 1.8 -0.2948
H -2.151 0.378 1.194 -1.1 -0.9 -1.7 0.3999
H -3.179 -0.613 0.075 1.1 0.7 0.0 0.3466
H -0.329 -2.193 -0.983 -0.6 0.2 0.1 0.3413
C 2.026 -1.057 0.465 -4.9 1.5 1.4 -0.4444
C -1.069 -0.638 -0.215 -0.5 0.1 -1.1 0.3471
N -0.010 0.210 -0.284 3.0 -1.0 0.2 0.3613
O 1.244 -0.600 -0.694 -1.5 2.2 -0.2 -0.3796
H 1.129 -1.606 1.019 2.5 1.0 0.1 0.2401
```
Positions in Å, forces in eV/Å.

As for the highest occupied orbital energy: -14.1 eV. The charge is +1. The spin multiplicity is 1. Its orbital gap is 10.40 eV. The value obtained for the relative energy (zero: lowest compared OMol25 entry of this formula, charge and spin) is 146.7 kcal per mole.